Entry from the OMol25 dataset: one molecule with the formula C2H4ClFN2 at a distorted geometry (the ωB97M-V functional and the def2-TZVPD basis).

Output
LUMO level: 0.82 eV
SMILES: [H]/N=C(\N)[C@@H](F)Cl
Energy above the lowest of the compared OMol25 structures with the same formula, charge and spin: 2.07 kcal/mol
Frontier orbital gap: 10.519 eV

Structure (ORCA input):
```
! wB97M-V def2-TZVPD RIJCOSX def2/J DEFGRID3
* xyz 0 1
H -1.776 0.334 1.259
H 1.231 -0.148 -1.572
C 1.025 0.188 -0.553
H -1.585 -1.661 -0.175
N -0.772 -1.332 -0.633
H -0.398 1.426 1.067
N -0.864 0.578 0.811
F 1.133 1.544 -0.521
Cl 2.300 -0.623 0.364
C -0.292 -0.307 -0.047
*
```